1.
A structure of composition C13H8N4O2SeTa. Source: the OMol25 dataset; level of theory: ωB97M-V/def2-TZVPD.

Last column: natural (NBO) charge in e.
Cartesian coordinates (Å):
C: -0.65 2.70 -0.91  0.65
C: 2.03 -0.38 -3.68  -0.15
H: -0.70 0.47 3.00  0.24
N: -1.92 -1.48 -0.01  -0.48
H: -1.41 4.76 0.70  0.31
C: -0.86 2.71 0.57  0.12
H: -1.78 4.61 3.19  0.29
O: -0.76 3.63 -1.63  -0.32
C: 0.48 1.26 -2.59  0.65
H: 3.32 -1.93 -4.45  0.29
C: 1.27 -0.01 -2.61  0.12
C: -1.26 3.83 1.24  -0.15
Se: 0.20 -2.01 1.85  0.41
C: -0.87 1.42 2.53  0.09
C: -1.47 3.74 2.62  0.00
N: -0.25 1.35 -1.32  -0.85
C: -1.27 2.51 3.26  -0.20
Ta: -0.32 -0.16 -0.07  2.34
H: 2.09 0.27 -4.54  0.31
C: -1.31 -2.03 0.85  0.17
N: -0.66 1.50 1.18  -0.64
O: 0.45 2.07 -3.45  -0.32
H: -1.41 2.41 4.33  0.30
C: 2.58 -2.40 -2.48  -0.20
C: 2.71 -1.60 -3.62  0.00
H: 3.09 -3.35 -2.40  0.30
N: 1.12 -0.78 -1.48  -0.64
H: 1.68 -2.57 -0.55  0.24
C: 1.79 -1.97 -1.44  0.09

## Properties
energy above the lowest of the compared OMol25 structures with the same formula, charge and spin: 15.5 kJ/mol
Kohn-Sham gap: 0.237 hartree
net charge: +3
molecular weight: 512.14 g/mol
spin multiplicity: 1

***

2.
A structure of composition C13H9CoN2O6S. Source: the OMol25 dataset; level of theory: ωB97M-V/def2-TZVPD.

Last column: Mulliken spin population.
Cartesian coordinates (Å):
C: -3.15 0.56 0.00  -0.01
H: -2.39 2.55 0.00  0.00
O: 4.15 0.33 0.00  0.00
C: 4.07 3.06 0.00  0.00
C: -2.34 -1.45 0.00  0.00
O: -5.84 -2.50 0.00  0.00
S: 0.04 2.31 0.00  -0.07
H: -5.16 -0.10 0.00  0.00
C: 2.87 5.12 0.00  0.00
H: 2.85 6.21 0.00  0.00
C: 4.09 4.44 0.00  0.01
H: -3.91 2.34 -0.88  0.00
C: -4.65 -2.73 0.00  0.00
O: -1.49 -3.65 0.00  0.01
C: 2.88 2.32 0.00  0.00
C: -3.69 -1.59 0.00  0.00
C: 1.66 3.01 0.00  0.02
O: -4.14 -3.94 0.00  0.00
H: -3.10 -3.92 0.00  0.00
H: 0.74 4.94 0.00  0.00
H: -3.91 2.34 0.88  0.00
H: 4.99 2.49 0.00  0.00
C: 1.69 4.42 0.00  0.01
O: -0.08 -1.92 0.00  -0.03
Co: 0.11 0.08 0.00  1.08
N: -2.01 -0.11 0.00  0.00
C: -3.35 2.04 0.00  0.00
C: 3.03 0.81 0.00  0.00
N: -4.18 -0.31 0.00  0.00
H: 5.03 4.98 0.00  0.00
C: -1.22 -2.44 0.00  -0.01
O: 1.96 0.10 0.00  0.00

## Properties
Kohn-Sham gap (alpha / beta): 0.275 / 0.282 hartree
net charge: -1
molecular weight: 380.22 g/mol
spin multiplicity: 2

***

3.
A structure of composition C13H9GdN2O5Se. Source: the OMol25 dataset; level of theory: ωB97M-V/def2-TZVPD.

Last column: Mulliken spin population.
Cartesian coordinates (Å):
C: -4.45 -0.69 1.71  -0.01
C: 0.12 1.54 0.36  0.00
C: 2.31 1.90 0.82  0.00
H: 0.72 2.53 2.11  0.00
H: 5.55 2.94 0.66  0.00
O: -2.14 -4.00 2.77  -0.02
N: 0.89 1.00 -0.65  -0.01
C: 4.60 2.46 0.38  0.00
C: 2.24 1.24 -0.40  0.00
O: -1.35 -3.83 -1.28  0.00
C: 4.52 1.78 -0.86  0.00
O: -4.63 -1.55 -1.79  0.01
H: 1.08 0.76 -2.74  0.00
C: -3.85 -1.28 -0.98  -0.05
C: 3.32 1.16 -1.27  0.00
C: -2.43 -3.10 2.07  -0.08
H: -3.52 -4.19 -0.15  -0.02
O: -4.88 -3.25 1.10  -0.05
H: -0.64 0.82 -2.11  0.00
H: 5.42 1.71 -1.49  0.00
O: -5.55 -0.65 2.05  0.00
H: 3.21 0.64 -2.23  0.00
Se: -1.73 1.83 0.33  -0.13
N: 1.00 2.04 1.27  0.00
H: 0.36 -0.65 -1.86  0.00
H: 3.47 3.07 2.19  0.00
C: 3.48 2.53 1.24  0.00
Gd: -2.22 -0.99 0.74  7.57
C: -3.74 -3.38 0.62  -0.19
C: 0.39 0.46 -1.91  0.00
C: -1.55 -2.86 -0.69  -0.01

## Properties
energy above the lowest of the compared OMol25 structures with the same formula, charge and spin: 71.8 kJ/mol
Kohn-Sham gap (alpha / beta): 0.196 / 0.213 hartree
net charge: +2
molecular weight: 509.43 g/mol
spin multiplicity: 8

***

Strongest force on any atom readings, ordered: 0.018 0.028 0.120 Eh/bohr